(1)
Entry from the Open Molecules 2025 dataset: C8H19NOSSi as an isolated structure at a distorted geometry (ωB97M-V/def2-TZVPD).

Atoms and positions in Å:
C (3.0071, 0.7494, -1.7786)
C (2.3949, 1.1249, -2.9964)
C (1.6613, 1.3384, -1.6913)
C (-2.2688, -1.1329, 2.9285)
C (-0.7027, 0.7864, 3.5662)
C (0.8747, -1.6091, -0.5782)
C (-0.9804, 0.1342, -2.5472)
C (-1.1492, -0.2093, 2.4648)
N (-2.1158, -0.7941, 0.2812)
O (-0.2270, 1.1174, 0.1105)
Si (0.2961, 0.2155, -1.1129)
S (-1.8356, 0.5922, 0.8263)
H (3.2897, -0.2168, -1.3097)
H (3.7866, 1.4454, -1.3724)
H (2.8673, 1.9548, -3.6688)
H (2.2377, 0.4014, -3.8341)
H (1.5695, 2.3200, -1.3993)
H (-2.0113, -2.2034, 2.6754)
H (-2.0093, -1.1530, 3.9396)
H (-3.2908, -0.8892, 2.6779)
H (-1.5890, 1.2536, 3.9403)
H (0.0170, 1.5047, 3.1674)
H (-0.2523, 0.2520, 4.3964)
H (1.5088, -1.9686, -1.3470)
H (1.5161, -1.3995, 0.2848)
H (0.2722, -2.4843, -0.5381)
H (-0.6175, 0.5099, -3.5169)
H (-1.3693, -0.8696, -2.6191)
H (-1.9546, 0.7557, -2.4867)
H (-0.2408, -0.7146, 2.1652)
H (-2.6845, -0.8114, -0.6278)

Properties
orbital gap: 9.754 eV
HOMO energy: -9.05 eV
E: -1133.78822 hartree


(2)
Entry from the Open Molecules 2025 dataset: a 2-piece molecular cluster, C8H19O3 overall (ωB97M-V/def2-TZVPD).

Atoms and positions in Å:
C (-3.3673, 1.1312, 2.3947)
H (-3.0331, 1.7891, 3.1973)
H (-3.7127, 1.5492, 1.4487)
H (-3.5042, 0.0716, 2.6079)
O (-0.1884, -1.3250, -1.3459)
C (0.4432, -0.3782, -2.1739)
C (1.8383, 0.0546, -1.7430)
O (1.8663, 0.8801, -0.6033)
C (2.2346, 0.2406, 0.5984)
C (2.0966, 1.1924, 1.7682)
O (0.7663, 1.4413, 2.1593)
C (0.2038, 2.6327, 1.6616)
H (-0.2199, 0.4986, -2.1826)
H (0.5147, -0.7392, -3.2177)
H (2.4994, -0.8176, -1.5934)
H (2.2647, 0.6422, -2.5691)
H (3.2904, -0.0865, 0.5464)
H (1.6105, -0.6519, 0.7705)
H (2.5995, 0.7325, 2.6311)
H (2.6138, 2.1409, 1.5377)
H (-0.8349, 2.6737, 2.0127)
H (0.7777, 3.5071, 2.0151)
H (0.1808, 2.6583, 0.5618)
C (-1.0909, -2.2133, -2.0066)
C (-1.7363, -3.1205, -0.9837)
H (-1.8494, -1.6169, -2.5467)
H (-0.5624, -2.8213, -2.7619)
H (-0.9754, -3.5769, -0.3353)
H (-2.2811, -3.9291, -1.4899)
H (-2.4444, -2.5597, -0.3584)

Properties
2S+1: 2
ΔE to the lowest compared entry with this formula, charge and spin: 4.0 kcal per mole
orbital gap (spin up / spin down): 9.744 / 9.664 eV
HOMO energy (spin up / spin down): -8.73 / -9.43 eV
E: -541.78869 hartree


(3)
Entry from the Open Molecules 2025 dataset: a 2-piece molecular cluster, C8H20 overall at a distorted geometry (ωB97M-V/def2-TZVPD).

Atoms and positions in Å:
C (1.9899, 3.4306, 0.8976)
C (1.8836, 1.9104, 0.7420)
C (1.3530, 1.5223, -0.6607)
C (3.1703, 1.1091, 1.1317)
H (0.9654, 3.8191, 0.7707)
H (2.6401, 3.8986, 0.1394)
H (2.3536, 3.7177, 1.8985)
H (1.0064, 1.5691, 1.3285)
H (0.4427, 2.0849, -0.9278)
H (1.0875, 0.4580, -0.5447)
H (2.0792, 1.6158, -1.4856)
H (3.4933, 1.3880, 2.1488)
H (3.9750, 1.3686, 0.4234)
H (3.0118, 0.0180, 1.0997)
C (-2.0099, -1.9975, -1.9356)
C (-1.7376, -1.9368, -0.4263)
C (-2.3569, -0.7445, 0.2736)
C (-2.1344, -3.3047, 0.1726)
H (-3.0857, -1.8677, -2.1414)
H (-1.6693, -2.9291, -2.4179)
H (-1.4618, -1.1501, -2.3808)
H (-0.6433, -1.7697, -0.3589)
H (-2.3773, -0.7868, 1.3756)
H (-3.3953, -0.7057, -0.0963)
H (-1.8394, 0.1799, -0.0334)
H (-1.5607, -4.1531, -0.2369)
H (-3.2064, -3.4797, -0.0189)
H (-1.9738, -3.2651, 1.2631)

Properties
SMILES: CC(C)C.CC(C)C
ΔE to the lowest compared entry with this formula, charge and spin: 8.1 kcal per mole
orbital gap: 11.998 eV
HOMO energy: -11.02 eV
E: -316.79063 hartree


(4)
Entry from the Open Molecules 2025 dataset: C8H20BrHfO4 as an isolated structure at a distorted geometry (ωB97M-V/def2-TZVPD).

Atoms and positions in Å:
Hf (0.2949, 0.2865, -0.3913)
Br (0.6583, 2.1541, -2.2521)
C (2.4750, -0.7680, -2.8004)
O (1.8616, -1.0293, -1.4711)
C (2.0615, -2.4045, -1.0629)
C (1.4031, -2.5912, 0.2770)
O (0.0795, -2.0161, 0.1029)
C (-0.9813, -2.9352, 0.5818)
H (2.0332, -1.4625, -3.5116)
H (3.5468, -0.9460, -2.7336)
H (2.2950, 0.2612, -3.0751)
H (3.1360, -2.5899, -0.9733)
H (1.6992, -3.1208, -1.8033)
H (1.9823, -2.0646, 1.0427)
H (1.4688, -3.6618, 0.4737)
H (-1.9190, -2.3938, 0.5283)
H (-0.7830, -3.1896, 1.6185)
H (-1.0989, -3.7878, -0.0830)
C (-2.9180, 0.0632, 0.4650)
O (-1.8925, 0.9195, -0.1566)
C (-2.0685, 2.3358, 0.0862)
C (-1.2485, 2.7479, 1.2830)
O (0.1135, 2.4296, 0.8895)
C (1.0803, 3.0483, 1.8014)
H (-2.7750, 0.0261, 1.5504)
H (-2.8360, -0.9300, 0.0501)
H (-3.8810, 0.5567, 0.3596)
H (-3.1142, 2.5981, 0.2505)
H (-1.7303, 2.9092, -0.7759)
H (-1.5531, 2.1045, 2.1154)
H (-1.4251, 3.7922, 1.5354)
H (2.0890, 2.7284, 1.5430)
H (0.9089, 2.7992, 2.8493)
H (1.0377, 4.1306, 1.6865)

Properties
net charge: +3
ΔE to the lowest compared entry with this formula, charge and spin: 0.0 kcal per mole
orbital gap: 7.400 eV
HOMO energy: -21.17 eV
E: -3238.66642 hartree